No. 1
{"formula": "C24H37CaF4LiMgN2O12S2", "method": "the ωB97M-V functional and the def2-TZVPD basis", "total_charge": 2, "multiplicity": 1, "homo_lumo_gap_ev": 2.20, "largest_force_ev_per_a": 3.075, "e_homo_ha": -0.425, "symbols": ["O", "H", "C", "H", "H", "O", "H", "Li", "H", "C", "C", "C", "H", "H", "H", "H", "C", "O", "H", "H", "C", "O", "N", "H", "C", "C", "C", "C", "H", "O", "F", "C", "C", "H", "H", "H", "S", "H", "H", "C", "H", "H", "C", "H", "C", "F", "F", "O", "S", "H", "H", "C", "O", "C", "H", "C", "N", "H", "O", "H", "O", "C", "C", "H", "O", "H", "H", "C", "C", "C", "H", "O", "H", "H", "H", "Ca", "H", "H", "H", "O", "C", "H", "Mg", "F"], "coordinates": [[-0.88752, 4.21502, -4.12572], [4.80241, -6.24910, 1.54402], [-3.30630, 1.43166, -2.92858], [-2.78573, 4.52744, -1.36816], [3.29646, -5.93268, 0.64883], [3.42501, -7.80088, 1.48719], [-6.82912, 1.99438, -1.32698], [0.59147, 3.07902, -4.96786], [-5.53043, 4.46788, -2.46547], [3.06152, -5.90026, 2.80426], [-4.79440, 1.13134, 2.39072], [-3.20329, 3.97543, -2.26221], [3.58887, 3.75539, -3.34849], [-7.44933, 1.92440, 1.19610], [0.61174, -2.77341, -2.85299], [-2.92587, 0.86740, 3.54087], [-3.68809, 2.31035, -0.64889], [-5.30043, 0.13081, 2.77100], [3.65272, -6.15376, 3.68879], [1.20472, -1.86490, -1.39469], [-0.88842, -1.48824, -2.05416], [-5.51216, 2.22662, 1.86285], [-4.95829, 2.91442, -1.03258], [-2.94776, 2.36567, 2.55482], [-2.78920, 2.50993, -1.95851], [-3.21842, 1.27655, 2.53613], [7.20532, 4.64761, -1.28327], [4.63131, -2.67614, 1.83130], [-0.61207, 4.94047, -4.68861], [3.09619, -3.01842, -0.27588], [5.32591, -3.80427, 1.63425], [-1.40334, -0.22615, -2.55484], [8.72286, 2.60899, -0.91104], [7.86753, 5.07314, -2.03892], [-0.74408, 0.49368, -3.09070], [-3.91094, 1.24429, -0.27190], [3.95181, -1.99038, 0.25754], [-3.65544, -0.33345, 6.81341], [-6.29234, 0.70347, 0.54628], [-1.85300, 0.75372, 7.04289], [9.01890, 2.94020, 0.08558], [-2.64760, 0.67330, 1.76444], [-3.17120, -2.12743, -1.08729], [-3.10515, 2.82928, 0.19918], [0.60804, -1.77399, -2.34881], [5.46036, -1.82321, 2.44459], [3.65730, -2.96591, 2.70675], [6.42265, 2.41262, -1.48502], [2.02056, -8.08398, 2.23506], [8.69048, 1.51924, -0.92224], [2.88503, -4.83421, 2.78352], [-1.75002, -2.42216, -1.33507], [1.82536, -6.61297, 2.87868], [-2.60164, -0.52526, 7.01444], [-2.50924, -1.02904, 7.97578], [-3.70669, -0.84912, -1.59026], [-1.27377, 1.74355, 7.06427], [-2.20109, -1.17224, 6.23424], [5.13016, -1.71777, -0.59833], [9.45159, 2.94543, -1.65028], [3.23983, -0.77548, 0.61907], [-6.32504, 2.62031, -0.53923], [-4.76012, 3.84326, -1.95166], [-3.81382, -2.85085, -0.54818], [1.01120, -8.27935, 1.25401], [-4.76434, -0.54240, -1.43093], [7.43496, 5.06813, -0.30280], [7.36300, 3.15394, -1.24842], [-2.83925, 0.06081, -2.32214], [-6.40332, 1.78592, 0.80708], [-1.66307, 2.43837, -1.70894], [3.09415, 3.79539, -4.16818], [1.04240, -1.00299, -3.04565], [-4.40852, 1.39313, -3.09117], [-6.95391, 3.54164, -0.43441], [4.26478, -0.46158, -2.21542], [6.17580, 4.89795, -1.53944], [-1.37770, -3.38940, -0.93998], [-2.74837, 1.55351, -3.89417], [2.25653, -9.00683, 3.28811], [3.72602, -6.40576, 1.53660], [-2.99560, 4.39686, -3.27735], [-1.87168, 1.45353, 0.08014], [-0.19999, -2.00663, -4.43136]]}

No. 2
{"formula": "C12H12ClN3", "method": "the ωB97M-V functional and the def2-TZVPD basis", "smiles": "Clc1ccc(-c2[nH]nc3c2CNCC3)cc1", "multiplicity": 1, "homo_lumo_gap_ev": 8.62, "e_above_lowest_ev": 1.146, "largest_force_ev_per_a": 3.909, "e_homo_ha": -0.303, "symbols": ["H", "N", "C", "C", "H", "C", "H", "H", "C", "H", "C", "C", "C", "C", "Cl", "N", "C", "H", "C", "H", "C", "N", "H", "H", "C", "H", "H", "H"], "coordinates": [[-3.52437, -2.94331, 1.15627], [-1.73440, -1.89410, 1.53587], [0.44046, -0.09689, -0.87871], [2.41037, 3.01295, -0.52791], [-0.19366, -0.46563, 1.80139], [3.06835, 2.79826, 0.69110], [-1.71339, 0.28238, 1.48582], [3.45810, 1.29524, 2.18152], [-2.66945, -2.17299, -0.67903], [1.94656, -0.30044, 1.37715], [-1.51953, -1.24834, -1.11802], [2.89888, 1.58413, 1.33684], [2.06009, 0.58928, 0.78014], [1.62616, 2.05410, -1.16552], [4.38219, 3.92532, 1.16277], [-1.13587, -1.03462, -2.34537], [-0.61649, -0.67968, -0.21036], [0.33973, 0.23401, -2.91773], [-1.07931, -0.61232, 1.22740], [-3.59911, -1.13268, 1.03245], [1.47115, 0.84209, -0.47810], [-0.00701, -0.33060, -2.16965], [1.06463, 2.24639, -2.06108], [-3.60559, -1.97263, -1.32897], [-3.02122, -2.06613, 0.86011], [-1.07334, -2.61018, 1.26747], [2.70504, 3.88353, -0.99114], [-2.37897, -3.18715, -1.02473]]}

No. 3
{"formula": "C14H16FNO3", "method": "the ωB97M-V functional and the def2-TZVPD basis", "smiles": "C[C@@H]1CCc2cc(F)ccc2N1C(=O)CCC(=O)O", "multiplicity": 1, "homo_lumo_gap_ev": 9.05, "largest_force_ev_per_a": 0.788, "e_homo_ha": -0.308, "symbols": ["C", "C", "C", "H", "C", "H", "H", "O", "C", "H", "C", "H", "O", "C", "H", "C", "C", "H", "C", "H", "H", "H", "H", "C", "H", "F", "N", "H", "C", "C", "O", "H", "H", "C", "H"], "coordinates": [[1.77933, -1.48906, -1.01860], [-2.93367, -1.18128, 1.06863], [3.17752, -0.23872, 1.01181], [-0.39259, 2.66822, 1.36118], [-0.11969, 1.64519, 1.09872], [0.24202, 2.09175, -2.34629], [-3.11578, 0.83312, 0.42241], [-0.88185, -2.13074, -0.88502], [-1.08985, -0.93355, -0.91010], [-2.48215, 0.43450, -1.90556], [1.18477, -0.44628, -0.31171], [1.95051, 2.25280, 1.22200], [-3.52959, -2.35067, 0.86988], [0.51515, 2.25745, -1.30632], [-0.76141, 0.96173, 1.65888], [3.05193, -1.92381, -0.70646], [1.89491, 0.19703, 0.70599], [-3.18985, -3.02292, 1.48129], [-0.36186, 1.39929, -0.39392], [3.74168, 0.24191, 1.79640], [-2.96286, -1.26566, -1.78816], [-4.38175, -0.25212, -0.20292], [1.42921, 1.19793, 2.52715], [-2.49591, -0.43732, -1.25226], [3.51372, -2.73441, -1.24619], [4.98237, -1.70063, 0.63433], [-0.12131, -0.01397, -0.64874], [1.56646, 2.01229, -1.19007], [1.33775, 1.37596, 1.45395], [3.73391, -1.29177, 0.31626], [-2.16610, -0.96952, 1.97000], [1.23614, -1.96838, -1.81499], [-1.40209, 1.63195, -0.61888], [-3.31919, -0.15941, 0.02026], [0.37013, 3.30912, -1.07295]]}

No. 4
{"formula": "C5H4O2", "method": "the ωB97M-V functional and the def2-TZVPD basis", "smiles": "C1=C[C@H]2[C@@H]3O[C@@]23O1", "multiplicity": 1, "homo_lumo_gap_ev": 9.81, "e_above_lowest_ev": 4.285, "largest_force_ev_per_a": 0.296, "e_homo_ha": -0.322, "symbols": ["H", "H", "C", "O", "H", "C", "C", "O", "C", "H", "C"], "coordinates": [[0.08986, 1.61789, -1.24557], [1.66357, 0.56284, 1.37982], [-1.16776, 0.35567, 0.15338], [0.05013, -1.56000, -0.20654], [-1.86812, -1.69950, 0.56983], [1.34410, 0.55927, 0.35189], [0.10264, 0.85645, -0.46488], [2.13661, -0.20246, -0.68904], [-1.12719, -0.98461, 0.23264], [-2.03408, 0.95392, 0.40450], [0.81023, -0.45947, -0.48601]]}

No. 5
{"formula": "C53H37Cl4N5O8PS2Ti", "method": "the ωB97M-V functional and the def2-TZVPD basis", "total_charge": -2, "multiplicity": 2, "homo_lumo_gap_ev": [4.61, 5.95], "e_above_lowest_ev": 0.757, "largest_force_ev_per_a": 0.925, "e_homo_ha": [-0.042, -0.091], "symbols": ["C", "S", "H", "C", "Cl", "C", "C", "H", "O", "C", "C", "H", "H", "H", "H", "H", "C", "C", "C", "H", "C", "C", "H", "H", "H", "H", "C", "O", "C", "C", "C", "C", "C", "C", "C", "C", "H", "C", "O", "O", "C", "H", "C", "C", "C", "H", "H", "C", "C", "C", "N", "H", "H", "C", "H", "H", "H", "C", "C", "H", "O", "P", "H", "H", "C", "C", "H", "N", "H", "Cl", "C", "N", "N", "C", "C", "N", "Cl", "Ti", "C", "H", "H", "C", "C", "H", "C", "O", "C", "H", "H", "C", "Cl", "C", "C", "C", "H", "C", "H", "S", "H", "C", "C", "C", "C", "H", "H", "C", "C", "O", "C", "H", "O"], "coordinates": [[-1.85397, 0.04049, 6.26865], [-2.73321, -0.80411, 1.87387], [3.32061, -0.95762, 1.03684], [8.35396, -1.49673, 1.16060], [3.15032, 3.78934, 2.16965], [3.47010, -0.50799, 0.06577], [-2.54131, 4.23727, -4.46430], [-7.53785, -0.24925, 0.08942], [-3.72153, 0.21905, 1.65061], [5.92311, -0.76482, 0.03614], [6.09999, -0.69980, 1.41616], [-0.89584, 1.13206, 7.86183], [6.80784, -1.28351, -1.84483], [-4.28281, 1.50270, -3.52933], [2.59237, 0.90693, -2.62834], [-0.54397, 4.68452, -3.81825], [0.73495, -4.32310, -3.28377], [1.11970, -2.94825, 2.48342], [-1.97170, -3.01831, -4.27447], [8.98702, -1.90545, -0.84423], [4.48125, 0.20596, -1.76887], [-6.01176, 1.11669, -0.57219], [-3.05931, -1.69425, 6.64977], [7.45156, -1.01907, 3.04484], [5.29225, -0.34374, 2.04266], [-4.50178, 3.47827, -4.93236], [3.14334, 0.41159, -1.84496], [0.31586, 3.80278, -1.15368], [-1.67020, 0.37584, 7.72788], [0.86520, -1.99690, 1.47955], [-4.73363, 1.24886, -1.08400], [-3.95917, 0.12570, -1.39885], [1.58528, -2.53125, 3.71992], [-6.54170, -0.14479, -0.32449], [0.19439, -2.16643, -1.96529], [0.99236, -0.61613, 1.74822], [5.28657, 0.46337, -2.43461], [9.62870, -1.86839, 1.73945], [-1.18562, 1.87071, 0.70621], [1.31374, 2.87843, -3.17638], [8.17563, -1.56063, -0.21659], [1.04155, -3.88786, -1.22742], [-0.58691, -2.97952, -4.89227], [7.30897, -1.07224, 1.97350], [0.70249, 4.90754, 2.72993], [1.21357, -1.76871, -4.71226], [-2.59608, 0.76753, 8.15797], [0.21155, -4.18748, -4.51021], [-1.57344, -0.09925, -4.64460], [0.73969, 2.86188, 1.45246], [0.50713, -2.49016, 0.25186], [-6.58125, 2.00556, -0.32790], [-1.38814, -0.50742, 8.30565], [-2.61659, -1.06180, 5.88556], [-6.12211, -2.24703, -0.28611], [-4.32251, 2.24246, -1.20795], [1.78544, -3.26137, 4.49697], [-1.49063, 0.54574, 3.93443], [-1.67949, -0.78114, -3.27122], [-0.25563, -0.29795, -6.32795], [-1.48241, -0.63411, 1.07151], [-2.17969, 0.36094, -1.82248], [2.17087, -0.84367, 4.93293], [-2.30754, 0.58820, -5.03636], [-3.46080, 2.20504, -3.57367], [1.48810, -0.23660, 2.98128], [0.95065, -3.99486, 2.25804], [0.24706, -1.58918, -0.69323], [1.28540, -5.24251, -3.09646], [1.56227, 6.16025, 3.57493], [1.79830, -1.17322, 3.96934], [2.52784, -0.05453, -0.69602], [10.64368, -2.16252, 2.19070], [-2.82230, -1.35834, 4.54783], [-2.48638, -2.04576, -3.52899], [4.70052, -0.38639, -0.52667], [-3.09493, 3.88140, 1.88614], [0.03396, 0.46551, 0.22583], [6.96277, -1.20480, -0.77740], [-0.72559, -2.99136, -5.98137], [-3.85026, -2.00445, -1.12249], [-0.68349, 4.92441, 2.67157], [-1.29187, 0.83367, 5.27697], [0.39857, -0.31346, -2.91562], [-3.58731, 3.32203, -4.37177], [1.30186, 1.81862, 0.88504], [-2.30173, 1.94210, -2.82606], [-3.50572, -2.12083, -3.18630], [-0.69436, 1.69742, 5.55186], [-1.38345, 4.00330, -3.75881], [-1.58140, 6.19379, 3.45063], [1.41546, 3.86657, 2.12022], [-1.36901, 3.90483, 1.98988], [-4.47427, -1.12476, -1.06468], [-2.56274, -3.90417, -4.48767], [-0.52582, -0.56191, -5.31130], [-3.41211, -2.21273, 4.24024], [0.31453, 2.75782, -2.13722], [1.63142, 0.81995, 3.19689], [-2.24955, -0.55368, 3.56788], [-1.26358, 2.86665, -2.95113], [0.66081, -3.44917, -2.13644], [0.14436, -1.66302, -4.52554], [-1.06179, 1.18331, 3.17357], [-2.63473, 5.11992, -5.08573], [-5.75852, -1.26156, -0.55064], [-0.66344, 2.89430, 1.37067], [0.32382, 1.36280, -1.58571], [-0.17363, -1.22248, -3.08864], [0.36457, -4.96598, -5.25098], [-3.17674, -2.17557, 1.76335]]}

No. 6
{"formula": "C6H8O2", "method": "the ωB97M-V functional and the def2-TZVPD basis", "smiles": "C=C(C)C(=C)C(=O)O", "multiplicity": 1, "homo_lumo_gap_ev": 7.57, "e_above_lowest_ev": 3.788, "largest_force_ev_per_a": 4.851, "e_homo_ha": -0.293, "symbols": ["C", "H", "H", "H", "C", "C", "C", "C", "H", "O", "H", "H", "C", "H", "O", "H"], "coordinates": [[-0.22938, -1.09101, 1.55506], [0.94188, 2.36328, 0.07515], [-2.16701, 0.21804, -0.76001], [0.67169, -1.82225, -1.67354], [-0.12915, 0.52890, -0.14345], [0.09294, -0.92876, 0.14768], [0.38008, -1.97803, -0.64126], [-1.30027, 0.87108, -0.83154], [-1.25539, 1.54704, -1.67865], [-0.09304, -1.88666, 2.41790], [1.98431, 0.93831, 0.15931], [0.35225, -2.99189, -0.25810], [1.10986, 1.36573, -0.33636], [-1.27790, 0.91582, 1.58512], [-0.42220, 0.48038, 1.78295], [1.34132, 1.47003, -1.40026]]}